Entry 1:
This record from the OMol25 dataset describes 2 unconnected molecules or ions with the total composition C3H8N4 at a distorted geometry. The level of theory is ωB97M-V with the def2-TZVPD basis set.

Properties
E_HOMO (alpha / beta) = -7.4 / -7.4 eV
Gap between HOMO and LUMO (alpha / beta) = 8.4 / 8.4 eV
DFT total energy = -9198.7023 eV

Geometry as ORCA input:
```
! RIJCOSX wB97M-V def2-TZVPD def2/J DEFGRID3
* xyz 0 1
C -0.947 -2.320 -1.209
C 0.878 1.230 0.430
C -0.257 0.382 1.003
N -4.023 0.203 1.141
N -3.624 -0.660 0.587
N -0.798 -1.160 -0.658
N -0.226 -0.999 0.532
H -1.170 -2.465 -2.261
H -0.460 -3.169 -0.692
H 0.860 1.468 -0.649
H 0.659 2.252 1.061
H 1.829 0.934 0.765
H -0.023 0.400 2.102
H -1.360 0.733 0.819
H -1.161 -0.387 -1.158
*
```

Entry 2:
This record from the OMol25 dataset describes a single C3H8N4 molecule at a distorted geometry. The level of theory is ωB97M-V with the def2-TZVPD basis set.

Properties
E_HOMO = -7.8 eV
Gap between HOMO and LUMO = 8.7 eV
DFT total energy = -9198.4897 eV

Geometry as ORCA input:
```
! RIJCOSX wB97M-V def2-TZVPD def2/J DEFGRID3
* xyz 0 1
C 1.320 -0.805 0.280
C -1.270 -1.682 0.756
C 0.534 1.283 -0.490
N -0.642 1.689 -0.999
N 0.279 -0.009 0.352
N -0.973 -0.297 0.512
N 1.698 1.748 -0.541
H -1.437 1.152 -0.649
H -0.734 2.598 -1.418
H 1.776 2.664 -0.971
H 2.286 -0.364 0.136
H 1.248 -1.838 0.564
H -0.946 -2.327 -0.072
H -0.789 -2.049 1.673
H -2.349 -1.763 0.868
*
```

Entry 3:
This record from the OMol25 dataset describes a single C3H8N4 molecule at a distorted geometry. The level of theory is ωB97M-V with the def2-TZVPD basis set.

Properties
E_HOMO = -8.2 eV
SMILES = [H]/N=C(/N)C=C(N)N
Gap between HOMO and LUMO = 8.9 eV
DFT total energy = -9197.8629 eV

Geometry as ORCA input:
```
! RIJCOSX wB97M-V def2-TZVPD def2/J DEFGRID3
* xyz 0 1
H -1.356 -1.241 -0.873
N -0.752 -1.930 -0.555
C 0.491 -1.280 -0.594
N 1.464 -2.133 -0.518
C 0.594 0.335 -0.279
C -0.353 1.127 0.380
N -0.027 2.409 0.785
N -1.654 0.647 0.741
H 2.399 -1.572 -0.974
H 1.140 -2.823 -1.106
H 1.655 0.640 -0.193
H 0.757 2.893 0.311
H 0.082 2.242 1.896
H -2.636 1.027 0.348
H -1.805 -0.342 0.632
*
```

Entry 4:
This record from the OMol25 dataset describes a single C3H8N4O molecule at a distorted geometry. The level of theory is ωB97M-V with the def2-TZVPD basis set.

Properties
E_HOMO = -7.8 eV
SMILES = CN/N=C(/N)C(N)=O
Gap between HOMO and LUMO = 8.7 eV
DFT total energy = -11247.0086 eV

Geometry as ORCA input:
```
! RIJCOSX wB97M-V def2-TZVPD def2/J DEFGRID3
* xyz 0 1
C -2.736 0.164 -0.060
N -1.360 0.125 0.389
N -0.629 -0.851 -0.176
C 0.605 -0.643 -0.411
N 1.524 -1.653 -0.530
C 1.160 0.908 -0.075
N 2.051 0.894 0.956
O 1.166 1.776 -0.930
H -3.272 0.904 0.532
H -2.842 0.383 -1.129
H -3.181 -0.813 0.130
H -0.697 1.037 0.340
H 2.326 -1.450 -1.109
H 1.127 -2.581 -0.601
H 2.065 0.136 1.615
H 2.695 1.664 1.060
*
```

Entry 5:
This record from the OMol25 dataset describes a molecular structure, C3H8N4O2 at a distorted geometry. The level of theory is ωB97M-V with the def2-TZVPD basis set.

Properties
E_HOMO = -8.8 eV
Gap between HOMO and LUMO = 8.4 eV
DFT total energy = -13290.0987 eV

Geometry as ORCA input:
```
! RIJCOSX wB97M-V def2-TZVPD def2/J DEFGRID3
* xyz 0 1
C -1.174 0.533 -0.113
C 1.061 0.601 0.698
C 1.983 -0.196 -0.041
H -2.832 -1.320 1.664
H -2.593 -2.455 -0.036
H -2.121 2.315 0.091
H -2.914 0.723 -0.289
H -0.161 2.471 -0.123
H 2.031 1.307 0.887
H 0.497 -0.009 1.499
H 0.528 -1.089 -0.751
N -2.593 -1.384 0.352
N -1.213 -0.833 0.030
N -2.099 1.395 -0.536
N 0.040 1.081 -0.046
O 1.492 -1.138 -0.821
O 3.184 -0.036 0.221
*
```

Entry 6:
This record from the OMol25 dataset describes a gas-phase ion, C3H8N5O (charge +1) at a distorted geometry. The level of theory is ωB97M-V with the def2-TZVPD basis set.

Properties
E_HOMO = -13.7 eV
SMILES = Cn1nnn(C[NH3+])c1=O
Gap between HOMO and LUMO = 10.1 eV
DFT total energy = -12729.6622 eV

Geometry as ORCA input:
```
! RIJCOSX wB97M-V def2-TZVPD def2/J DEFGRID3
* xyz 1 1
C 1.273 -1.857 -2.006
N 0.687 -1.217 -0.849
N 0.719 -1.923 0.352
N 0.192 -1.318 1.280
N -0.256 -0.144 0.947
C -1.077 0.800 1.608
N -0.743 2.137 1.015
C 0.114 -0.053 -0.777
O -0.169 0.966 -1.341
H 2.240 -1.410 -2.237
H 1.406 -2.908 -1.758
H 0.612 -1.754 -2.865
H -0.894 0.781 2.691
H -2.145 0.604 1.423
H -1.477 2.832 1.187
H 0.154 2.492 1.367
H -0.633 1.973 -0.036
*
```

Entry 7:
This record from the OMol25 dataset describes a gas-phase ion, C3H8NO (charge -1) at a distorted geometry. The level of theory is ωB97M-V with the def2-TZVPD basis set.

Properties
E_HOMO = -2.2 eV
SMILES = CCNC[O-]
Gap between HOMO and LUMO = 6.7 eV
DFT total energy = -6776.5581 eV

Geometry as ORCA input:
```
! RIJCOSX wB97M-V def2-TZVPD def2/J DEFGRID3
* xyz -1 1
C 0.275 -0.790 -1.276
C 0.046 0.751 -0.765
N 0.292 0.908 0.612
C -0.541 -0.155 1.550
O 0.171 -1.020 2.206
H 1.270 -0.891 -0.805
H -0.498 -1.416 -0.922
H 0.468 -0.933 -2.302
H 0.738 1.353 -1.446
H -1.029 1.069 -1.052
H 1.190 1.092 0.917
H -0.914 0.660 2.297
H -1.470 -0.627 0.985
*
```

Entry 8:
This record from the OMol25 dataset describes 2 unconnected molecules or ions with the total composition C3H8NO at a distorted geometry. The level of theory is ωB97M-V with the def2-TZVPD basis set.

Properties
E_HOMO = -2.5 eV
Gap between HOMO and LUMO = 7.0 eV
DFT total energy = -6775.5390 eV

Geometry as ORCA input:
```
! RIJCOSX wB97M-V def2-TZVPD def2/J DEFGRID3
* xyz -1 1
C 0.760 0.884 1.987
O 0.297 -0.244 1.361
H 1.816 0.717 2.274
H 0.029 1.320 2.814
H 0.713 1.857 1.425
C -1.226 -1.335 -1.214
C 0.421 0.525 -1.410
N -0.453 -0.251 -2.040
H -2.288 -1.214 -0.942
H -1.155 -2.326 -1.475
H -0.688 -1.335 -0.298
H 1.029 1.006 -2.098
H 0.746 0.396 -0.383
*
```

Q: The lowest DFT total energy belongs to which entry?
A: C3H8N4O2